(1)
A gas-phase ion, C4H15BN2 (charge +2) in a non-equilibrium geometry. Source: OMol25; level of theory: ωB97M-V/def2-TZVPD.

Frontier orbital gap: 0.45594 hartree
Charge: +2
LUMO level: -7.94 eV
Maximum force: 4.7 eV/A
Spin multiplicity: 1
Energy above the lowest of the compared OMol25 structures with the same formula, charge and spin: 0.00 kcal/mol

Each line ends with the natural charge from an NBO analysis.
Cartesian coordinates (Å):
H  -0.620  4.131  2.328  0.271
H  -0.171  4.347  0.676  0.243
H  -1.002  -2.702  -0.819  0.438
C  -0.168  3.646  1.433  -0.426
H  0.718  -4.297  -0.697  0.251
N  -0.853  2.478  0.849  -0.494
H  0.798  3.383  1.716  0.233
H  0.832  -3.942  -2.401  0.255
H  -0.398  -2.179  -2.252  0.448
N  -0.155  -2.421  -1.292  -0.501
H  -1.760  2.312  1.399  0.459
H  -0.612  0.494  1.829  0.289
H  0.766  1.365  1.246  0.266
H  1.794  -3.151  -1.069  0.230
C  0.513  -1.274  -0.393  -0.565
C  -0.211  1.106  0.971  -0.584
H  -1.216  0.324  -0.998  -0.038
C  0.889  -3.525  -1.435  -0.418
H  -1.169  2.618  -0.109  0.447
H  1.366  -0.952  -1.172  0.295
B  -0.374  0.060  -0.206  0.627
H  1.033  -1.822  0.397  0.275

=====

(2)
2 unconnected molecules or ions with the total composition C4H15N2O in a non-equilibrium geometry. Source: OMol25; level of theory: ωB97M-V/def2-TZVPD.

Frontier orbital gap (spin up / spin down): 0.13064 / 0.36243 hartree
Charge: 0
LUMO level (spin up / spin down): 0.47 / 0.43 eV
Maximum force: 3.7 eV/A
⟨S²⟩: 0.751
Spin multiplicity: 2
Energy above the lowest of the compared OMol25 structures with the same formula, charge and spin: 75.59 kcal/mol

Each line ends with the natural charge from an NBO analysis.
Cartesian coordinates (Å):
H  -0.817  -0.242  -1.564  0.228
H  2.588  -0.541  0.847  0.207
H  -1.270  0.643  1.397  0.205
H  -1.827  -2.889  -2.126  0.491
C  -1.268  0.479  -0.848  -0.337
C  -0.644  0.100  0.570  -0.249
H  0.491  1.742  2.116  0.201
H  -2.362  0.575  -0.931  0.228
H  -0.665  1.812  -2.204  0.299
N  0.785  0.289  0.587  -0.482
O  -0.982  -2.651  -1.655  -0.966
H  1.865  -1.169  -0.698  0.204
H  1.323  -1.872  0.876  0.178
N  -0.625  1.874  -1.167  -1.128
H  -0.987  -0.904  0.605  0.200
C  1.096  0.891  1.944  -0.411
H  0.946  0.273  2.798  0.182
H  -1.260  2.599  -0.963  0.331
H  -0.572  -3.330  -1.187  0.479
H  0.386  1.991  -0.681  0.363
C  1.595  -0.868  0.415  -0.422
H  2.205  1.197  1.868  0.198

=====

(3)
A molecular structure, C4H15N2O in a non-equilibrium geometry. Source: OMol25; level of theory: ωB97M-V/def2-TZVPD.

Frontier orbital gap: 0.15242 hartree
Charge: +1
LUMO level: -9.05 eV
Maximum force: 2.0 eV/A
Spin multiplicity: 1
Energy above the lowest of the compared OMol25 structures with the same formula, charge and spin: 202.23 kcal/mol

Each line ends with the natural charge from an NBO analysis.
Cartesian coordinates (Å):
H  -2.166  1.736  -1.195  0.381
H  0.749  1.233  0.644  0.199
H  1.719  2.200  1.909  0.216
C  2.459  0.293  1.402  -0.309
N  -1.352  -1.600  -0.187  -0.359
H  -0.973  -2.531  1.651  0.275
H  -1.776  -2.468  -0.549  0.387
H  -2.481  -1.554  1.574  0.298
C  -1.435  -1.617  1.241  -0.501
C  1.583  1.305  1.337  -0.318
C  -0.275  1.579  -1.923  -0.439
H  0.703  1.397  -1.504  0.215
H  -0.881  -0.778  1.659  0.235
H  -0.340  0.942  -2.810  0.220
H  -1.503  0.307  -0.754  0.375
O  0.916  -1.179  -0.545  -0.786
H  -0.118  -1.472  -0.401  0.388
H  2.063  -0.672  1.107  0.231
H  3.441  0.452  1.813  0.223
N  -1.290  1.279  -0.937  -0.655
H  -0.327  2.642  -2.147  0.229
H  1.283  -1.495  -1.383  0.497

=====

(4)
3 unconnected molecules or ions with the total composition C4H15N2O in a non-equilibrium geometry. Source: OMol25; level of theory: ωB97M-V/def2-TZVPD.

Frontier orbital gap: 0.39338 hartree
Charge: +1
LUMO level: -3.82 eV
Maximum force: 3.1 eV/A
Spin multiplicity: 1
Energy above the lowest of the compared OMol25 structures with the same formula, charge and spin: 104.63 kcal/mol

Each line ends with the natural charge from an NBO analysis.
Cartesian coordinates (Å):
H  0.893  -1.179  -2.003  0.241
H  -0.290  0.702  1.487  0.516
H  -0.695  1.276  -1.595  0.210
H  1.455  -1.764  -0.430  0.223
H  -0.754  -2.807  -1.173  0.216
H  -0.257  3.398  -0.907  0.246
H  1.380  0.369  0.239  0.388
H  -1.712  -1.357  -0.918  0.225
C  0.627  -1.161  -0.897  -0.263
H  0.060  1.031  3.102  0.543
N  -0.957  -2.070  0.825  -0.788
C  -0.737  -1.834  -0.664  -0.252
H  0.047  -0.825  1.319  0.522
C  0.240  1.344  -1.096  -0.213
H  -0.246  2.462  0.739  0.193
H  -1.820  -2.634  0.835  0.433
O  0.030  0.391  2.361  -0.976
N  0.514  0.158  -0.191  -0.658
C  0.244  2.690  -0.228  -0.630
H  -0.208  -2.699  1.010  0.378
H  1.007  1.325  -1.938  0.209
H  1.178  3.184  0.124  0.237